C18H46N8O6P2S | ωB97M-V with the def2-TZVPD basis set

Calculated values
2S+1: 1
SMILES: N#CO[C@@H]1CS(=O)(=O)OC[C@H]1CN.CN(C)P(=O)(N(C)C)N(C)C.CN(C)P(=O)(N(C)C)N(C)C
gap between HOMO and LUMO: 8.69 eV
LUMO level: 0.294 eV

Last column: Mulliken charge in e.
Geometry (Å):
N  4.102  2.432  2.377  -0.571
C  3.846  1.988  1.350  0.678
O  3.445  1.421  0.260  -0.419
C  3.139  2.364  -0.808  -0.183
C  4.381  3.131  -1.294  -0.884
S  4.179  4.876  -1.720  1.320
O  4.272  4.973  -3.141  -0.652
O  5.168  5.629  -1.015  -0.657
O  2.754  5.360  -1.221  -0.344
C  2.331  4.643  -0.039  -1.023
C  1.942  3.234  -0.437  0.878
C  0.898  3.273  -1.590  -1.240
N  -0.142  2.239  -1.446  -0.427
H  2.816  1.737  -1.635  0.395
H  5.210  3.098  -0.589  0.477
H  4.739  2.663  -2.207  0.354
H  3.106  4.651  0.731  0.413
H  1.461  5.148  0.373  0.513
H  1.441  2.755  0.408  0.101
H  1.376  3.116  -2.557  0.308
H  0.398  4.239  -1.568  0.470
H  -0.631  2.414  -0.573  0.289
H  0.317  1.341  -1.315  0.222
C  -0.835  -2.690  3.441  -1.052
N  0.443  -2.192  2.978  0.209
C  0.618  -2.305  1.537  -1.368
P  1.130  -0.735  3.604  1.202
O  0.504  0.281  2.689  -0.955
N  0.446  -0.230  5.083  0.140
C  -0.138  -1.096  6.086  -1.161
C  -0.158  1.096  5.129  -0.996
N  2.372  -1.576  4.477  -0.052
C  3.398  -0.644  5.011  -1.108
C  3.098  -2.662  3.790  -0.909
H  -0.763  -3.066  4.462  0.324
H  -1.135  -3.552  2.843  0.352
H  -1.638  -1.940  3.388  0.286
H  1.668  -2.142  1.273  0.276
H  0.013  -1.580  0.982  0.509
H  0.362  -3.308  1.193  0.400
H  -1.194  -1.307  5.877  0.358
H  -0.085  -0.622  7.070  0.365
H  0.401  -2.038  6.174  0.303
H  -1.170  1.105  4.705  0.269
H  0.445  1.819  4.586  0.266
H  -0.215  1.440  6.164  0.348
H  3.990  -0.184  4.214  0.338
H  4.070  -1.178  5.681  0.422
H  2.928  0.151  5.586  0.309
H  3.523  -2.349  2.833  0.275
H  2.445  -3.514  3.624  0.267
H  3.910  -3.009  4.429  0.396
C  -3.308  -2.611  -1.501  -1.052
N  -2.877  -1.312  -1.980  0.296
C  -2.052  -0.605  -1.014  -1.251
P  -2.360  -1.076  -3.608  0.834
O  -0.895  -1.371  -3.534  -0.947
N  -2.855  -2.329  -4.658  0.210
C  -4.041  -3.145  -4.501  -1.129
C  -1.817  -3.054  -5.380  -1.036
N  -3.748  -0.144  -4.056  0.032
C  -3.590  0.469  -5.398  -1.105
C  -4.192  0.925  -3.141  -0.920
H  -4.267  -2.891  -1.938  0.339
H  -3.488  -2.568  -0.426  0.351
H  -2.577  -3.408  -1.695  0.302
H  -1.944  0.444  -1.308  0.088
H  -1.049  -1.040  -0.927  0.408
H  -2.518  -0.605  -0.027  0.564
H  -3.859  -4.009  -3.851  0.365
H  -4.365  -3.528  -5.474  0.366
H  -4.879  -2.573  -4.105  0.298
H  -1.340  -3.821  -4.758  0.281
H  -1.046  -2.380  -5.738  0.314
H  -2.251  -3.542  -6.256  0.348
H  -2.818  1.244  -5.407  0.336
H  -4.533  0.913  -5.715  0.398
H  -3.323  -0.288  -6.133  0.330
H  -3.392  1.624  -2.885  0.300
H  -4.597  0.501  -2.226  0.253
H  -5.001  1.485  -3.611  0.393

***

C7H10N4OS | ωB97M-V with the def2-TZVPD basis set

Calculated values
2S+1: 1
gap between HOMO and LUMO: 7.64 eV
LUMO level: 0.007 eV
ΔE to the lowest compared entry with this formula, charge and spin: 475.4 kJ/mol

Last column: Mulliken charge in e.
Geometry (Å):
C  0.728  1.755  -0.410  -0.275
C  -0.465  1.660  -1.214  0.555
C  1.056  0.891  0.569  0.534
C  -1.308  -0.168  -0.009  0.645
C  -0.881  2.632  -2.269  -1.265
C  -2.372  -1.148  0.205  -1.033
C  1.311  -2.897  0.649  -0.517
N  -1.392  0.727  -0.924  -0.514
N  2.027  1.209  1.497  -0.647
N  3.009  -0.020  3.134  -0.707
N  2.511  0.546  2.301  1.047
O  0.518  -1.961  0.116  -0.402
S  0.034  -0.406  1.074  -0.202
H  1.519  2.473  -0.715  0.283
H  -0.828  2.099  -3.236  0.284
H  -0.198  3.391  -2.326  0.430
H  -1.893  3.087  -2.028  0.287
H  -2.512  -1.987  -0.553  0.269
H  -3.384  -0.631  0.429  0.279
H  -2.012  -1.749  1.069  0.329
H  1.974  -2.403  1.448  0.162
H  1.851  -3.539  -0.079  0.206
H  0.708  -3.559  1.271  0.251

***

C35H42AsCl2N2O4V | ωB97M-V with the def2-TZVPD basis set

Calculated values
2S+1: 3
gap between HOMO and LUMO (alpha / beta): 6.70 / 7.00 eV
LUMO level (alpha / beta): -0.042 / -0.055 eV
ΔE to the lowest compared entry with this formula, charge and spin: 0.0 kJ/mol

Last column: Mulliken charge in e.
Geometry (Å):
O  -0.713  -2.092  -0.866  -0.328
C  -1.091  -2.246  -2.225  0.030
C  -0.813  -3.755  -2.603  0.013
C  0.230  -4.509  -2.046  -0.239
H  1.036  -4.014  -1.490  0.328
C  0.275  -5.900  -2.228  -0.575
H  1.110  -6.471  -1.858  0.389
C  -0.745  -6.593  -2.855  -0.447
H  -0.804  -7.689  -2.859  0.354
C  -1.793  -5.854  -3.375  -0.511
H  -2.607  -6.367  -3.882  0.348
C  -1.854  -4.456  -3.230  -0.461
H  -2.701  -3.884  -3.606  0.383
H  -2.204  -2.316  -2.090  0.420
C  0.406  -1.223  -4.057  -1.517
C  -0.713  -1.090  -3.066  0.788
H  0.697  -0.216  -4.381  0.398
H  0.181  -1.799  -4.971  0.353
H  1.243  -1.701  -3.530  0.308
C  -1.254  0.057  -2.643  -0.227
C  -0.901  1.483  -3.000  -1.475
H  -1.969  -0.018  -1.796  0.327
H  -1.154  1.752  -4.044  0.420
H  0.158  1.712  -2.763  0.143
H  -1.483  2.183  -2.369  0.331
V  -0.451  -1.041  0.485  0.784
Cl  1.694  -1.123  -0.801  -0.804
Cl  -2.973  -1.534  0.506  -0.531
C  1.614  1.843  -0.291  -0.431
O  0.719  1.309  0.387  -0.174
N  2.321  2.906  0.143  0.215
C  1.981  3.498  1.428  -0.643
C  3.551  3.337  -0.507  -0.799
H  1.910  1.487  -1.299  0.170
H  0.890  3.463  1.569  0.129
H  2.330  4.537  1.417  0.433
H  2.473  2.952  2.252  0.051
H  3.503  3.029  -1.560  0.305
H  4.436  2.876  -0.037  0.212
H  3.625  4.429  -0.424  0.304
H  -2.916  3.072  2.967  0.244
H  -4.626  0.683  3.879  0.285
C  -3.103  2.518  2.036  -0.921
C  -4.572  0.643  2.783  -0.904
N  -3.269  1.106  2.329  0.613
H  -2.256  2.656  1.348  0.204
C  -2.260  0.252  2.202  -1.473
O  -1.176  0.486  1.585  0.698
H  -4.709  -0.388  2.441  0.314
H  -2.362  -0.693  2.775  1.215
H  -4.032  2.863  1.570  0.393
H  -5.333  1.294  2.346  0.326
O  0.664  -1.662  1.819  0.026
As  1.356  -0.954  3.277  1.536
C  0.033  0.107  4.167  -0.038
C  0.073  1.505  4.090  0.712
C  -0.910  2.229  4.752  -0.904
C  -1.916  1.562  5.457  -0.548
C  -1.939  0.171  5.522  -0.640
C  -0.951  -0.575  4.875  -0.749
C  1.794  -2.555  4.193  0.335
C  2.949  -2.681  4.972  -0.422
C  3.187  -3.908  5.597  -0.621
C  2.302  -4.977  5.426  -0.481
C  1.177  -4.848  4.611  -0.753
C  0.940  -3.647  3.950  -0.475
C  2.916  0.109  2.997  0.068
C  3.422  0.926  4.019  -0.099
C  4.575  1.663  3.763  -0.822
C  5.237  1.515  2.543  -0.362
C  4.769  0.621  1.578  -0.995
C  3.582  -0.064  1.793  -0.164
H  0.848  1.996  3.496  0.119
H  -0.897  3.314  4.685  0.440
H  -2.709  2.137  5.932  0.420
H  -2.733  -0.359  6.046  0.423
H  -0.977  -1.666  4.849  0.440
H  3.632  -1.839  5.071  0.346
H  4.088  -4.029  6.200  0.380
H  2.512  -5.933  5.895  0.381
H  0.484  -5.663  4.454  0.418
H  0.122  -3.533  3.225  0.370
H  2.913  0.977  4.983  0.406
H  4.948  2.358  4.512  0.410
H  6.129  2.106  2.335  0.424
H  5.310  0.443  0.650  0.477
H  3.141  -0.708  1.026  0.171

***

C72H84Cl2N12 | ωB97M-V with the def2-TZVPD basis set

Calculated values
total charge: +10
2S+1: 1
gap between HOMO and LUMO: 3.32 eV
LUMO level: -18.641 eV
ΔE to the lowest compared entry with this formula, charge and spin: 0.0 kJ/mol

Last column: Mulliken charge in e.
Geometry (Å):
C  1.120  -5.586  3.749  -1.047
N  -0.010  -6.412  3.383  0.068
C  -0.857  -6.011  2.435  -0.612
C  -1.929  -6.853  2.018  -0.690
C  -2.019  -8.145  2.647  0.456
C  -1.031  -8.515  3.554  -0.621
C  -0.006  -7.656  3.900  -0.448
C  -3.196  -9.103  2.490  1.029
C  -4.516  -8.681  2.586  -0.840
C  -5.522  -9.554  2.181  -0.101
N  -5.262  -10.880  2.063  0.209
C  -4.024  -11.391  2.164  -0.756
C  -2.980  -10.485  2.326  -0.596
C  -6.433  -11.794  1.965  -0.855
H  0.711  -4.921  4.515  0.388
H  1.572  -5.063  2.910  0.428
H  1.916  -6.150  4.232  0.365
H  -0.690  -5.010  2.063  0.820
H  -2.567  -6.457  1.243  0.564
H  -0.991  -9.490  4.021  0.604
H  0.679  -7.983  4.671  0.433
H  -4.766  -7.637  2.717  0.545
H  -6.563  -9.275  2.104  0.507
H  -3.986  -12.472  2.130  0.431
H  -1.962  -10.831  2.202  0.636
H  -7.421  -11.403  2.204  0.343
H  -6.202  -12.746  2.437  0.333
H  -6.601  -11.975  0.898  0.398
C  -0.004  -4.569  -0.958  -0.998
N  -0.112  -3.117  -0.606  0.228
C  0.990  -2.369  -0.817  -0.868
C  0.967  -0.990  -0.691  -1.001
C  -0.176  -0.333  -0.202  1.110
C  -1.279  -1.171  0.049  -0.510
C  -1.267  -2.529  -0.180  -0.391
C  -0.122  1.154  -0.039  0.615
C  -1.176  2.061  -0.176  -0.192
C  -0.895  3.455  -0.216  -0.763
N  0.359  3.893  -0.017  0.230
C  1.341  3.044  0.342  -0.280
C  1.143  1.653  0.343  -0.824
C  0.564  5.337  -0.150  -0.872
H  0.915  -4.959  -0.522  0.420
H  -0.013  -4.623  -2.047  0.429
H  -0.867  -5.135  -0.610  0.157
H  1.886  -2.839  -1.217  0.483
H  1.870  -0.453  -0.941  0.589
H  -2.171  -0.706  0.451  0.606
H  -2.159  -3.137  -0.159  0.579
H  -2.196  1.711  -0.228  0.353
H  -1.648  4.217  -0.366  0.446
H  2.319  3.497  0.395  0.471
H  2.021  1.026  0.353  0.626
H  -0.047  5.796  0.623  0.441
H  0.397  5.647  -1.184  0.352
H  1.609  5.581  0.040  0.096
C  1.262  -10.730  -1.948  -0.828
N  -0.155  -10.355  -1.971  0.053
C  -1.059  -11.079  -1.288  -0.433
C  -2.396  -10.717  -1.312  -0.836
C  -2.846  -9.516  -1.828  0.849
C  -1.923  -8.837  -2.595  -0.604
C  -0.578  -9.278  -2.676  -0.365
C  -4.327  -9.208  -1.867  0.724
C  -4.855  -7.918  -1.728  -0.625
C  -6.206  -7.690  -1.719  -0.530
N  -7.074  -8.729  -1.841  0.055
C  -6.633  -9.970  -1.931  -0.384
C  -5.260  -10.252  -2.035  -0.522
C  -8.498  -8.386  -2.015  -0.896
H  1.811  -9.964  -2.497  0.280
H  1.453  -11.681  -2.443  0.376
H  1.693  -10.616  -0.953  0.392
H  -0.770  -11.906  -0.653  0.558
H  -3.160  -11.252  -0.763  0.414
H  -2.183  -7.950  -3.156  0.597
H  0.203  -8.710  -3.160  0.429
H  -4.177  -7.084  -1.603  0.462
H  -6.578  -6.685  -1.596  0.422
H  -7.336  -10.786  -2.043  0.563
H  -4.943  -11.268  -2.228  0.726
H  -9.048  -9.307  -1.822  0.361
H  -8.757  -8.087  -3.029  0.349
H  -8.754  -7.676  -1.232  0.404
C  0.176  9.175  -2.286  -0.747
N  0.154  9.297  -0.797  0.105
C  -0.792  8.616  -0.138  -0.809
C  -0.841  8.635  1.246  -0.667
C  -0.003  9.556  1.910  1.271
C  0.969  10.271  1.193  -0.754
C  1.045  10.105  -0.188  -0.344
C  -0.068  9.645  3.415  0.896
C  -0.534  8.609  4.202  -0.656
C  -0.672  8.794  5.563  -0.278
N  -0.180  9.935  6.173  -0.042
C  0.373  10.933  5.448  -0.313
C  0.358  10.790  4.051  -0.825
C  -0.230  10.103  7.672  -0.831
H  0.932  9.923  -2.507  0.209
H  -0.828  9.216  -2.704  0.425
H  0.521  8.235  -2.722  0.343
H  -1.487  8.006  -0.702  0.493
H  -1.629  8.111  1.765  0.663
H  1.752  10.878  1.624  0.405
H  1.780  10.546  -0.848  0.434
H  -0.833  7.682  3.737  0.436
H  -1.155  8.143  6.276  0.388
H  0.856  11.699  6.040  0.515
H  0.747  11.679  3.569  0.544
H  -1.007  9.411  7.990  0.283
H  -0.459  11.124  7.959  0.414
H  0.731  9.722  8.016  0.381
C  4.944  9.706  1.734  -1.220
N  6.015  8.691  1.497  0.099
C  7.269  9.159  1.474  -0.165
C  8.291  8.331  1.078  -0.711
C  8.019  7.016  0.657  0.715
C  6.684  6.566  0.729  -0.783
C  5.704  7.420  1.228  -0.105
C  9.124  6.275  0.036  0.663
C  10.008  6.773  -0.937  -0.759
C  11.046  5.944  -1.396  -0.091
N  11.029  4.616  -1.083  0.037
C  10.059  4.067  -0.327  -0.290
C  9.193  4.909  0.329  -0.644
C  12.138  3.805  -1.579  -0.900
H  5.397  10.499  2.325  0.353
H  4.179  9.250  2.358  0.521
H  4.620  10.066  0.759  0.412
H  7.449  10.200  1.705  0.418
H  9.253  8.816  0.972  0.569
H  6.402  5.569  0.425  0.489
H  4.656  7.177  1.131  0.387
H  10.061  7.807  -1.251  0.529
H  11.857  6.266  -2.034  0.463
H  10.038  3.014  -0.087  0.396
H  8.490  4.426  0.995  0.527
H  11.941  2.735  -1.654  0.352
H  12.926  3.837  -0.823  0.401
H  12.522  4.106  -2.551  0.335
C  2.022  0.503  -5.186  -0.895
N  0.637  0.763  -4.680  0.098
C  0.346  2.028  -4.296  -0.714
C  -0.905  2.332  -3.772  -0.261
C  -1.890  1.356  -3.704  0.892
C  -1.601  0.116  -4.310  -0.814
C  -0.342  -0.174  -4.752  -0.429
C  -3.172  1.569  -3.010  0.915
C  -3.911  0.473  -2.508  -0.670
C  -5.083  0.650  -1.832  -0.514
N  -5.546  1.916  -1.595  0.025
C  -4.918  2.959  -2.152  -0.558
C  -3.707  2.828  -2.832  -0.321
C  -6.822  2.076  -0.905  -0.803
H  2.140  -0.573  -5.291  0.290
H  2.821  0.927  -4.584  0.359
H  2.027  0.942  -6.184  0.442
H  1.100  2.791  -4.430  0.560
H  -1.016  3.309  -3.309  0.106
H  -2.361  -0.639  -4.453  0.716
H  -0.002  -1.159  -5.036  0.462
H  -3.533  -0.508  -2.751  0.288
H  -5.696  -0.189  -1.540  0.431
H  -5.426  3.898  -1.972  0.545
H  -3.232  3.733  -3.183  0.596
H  -6.809  2.930  -0.230  0.364
H  -7.017  1.133  -0.406  0.252
H  -7.521  2.327  -1.705  0.418
Cl  -1.644  5.975  -3.194  -0.600
Cl  4.448  -3.200  -0.011  -0.630

***

C18H30N8O | ωB97M-V with the def2-TZVPD basis set

Calculated values
2S+1: 1
SMILES: CC#N.CC#N.CC#N.CC#N.CC#N.CC#N.CC#N.CC#N.CCO
gap between HOMO and LUMO: 9.41 eV
LUMO level: 0.327 eV

Last column: Mulliken charge in e.
Geometry (Å):
C  -5.175  -1.842  0.983  -0.717
C  -4.254  -1.184  1.988  0.221
N  -3.486  -0.822  2.661  -0.397
H  -5.874  -0.965  0.810  0.279
H  -4.515  -2.174  0.012  0.154
H  -5.898  -2.509  1.433  0.384
C  1.235  0.036  -3.762  -0.189
C  1.782  -1.393  -3.646  0.206
N  2.304  -2.462  -3.473  -0.466
H  0.240  -0.083  -3.968  0.054
H  1.413  0.512  -2.687  0.056
H  1.708  0.555  -4.680  0.342
C  4.426  -0.036  1.667  -0.633
C  4.267  -0.666  0.280  0.396
N  4.090  -1.065  -0.769  -0.409
H  4.901  -0.880  2.299  0.305
H  4.941  0.840  1.562  0.040
H  3.567  0.159  2.155  0.307
C  -1.595  3.465  -2.206  -0.708
C  -1.874  5.023  -2.087  0.091
N  -2.221  6.152  -2.037  -0.379
H  -1.851  2.966  -1.424  0.308
H  -2.368  3.096  -2.897  0.344
H  -0.690  3.183  -2.702  0.356
C  -0.749  -2.000  4.228  -0.908
C  0.692  -1.667  3.678  0.373
N  1.741  -1.366  3.388  -0.361
H  -0.729  -2.395  5.222  0.392
H  -1.170  -1.129  4.383  0.332
H  -1.371  -2.689  3.501  0.197
C  -0.578  -4.653  -1.506  -0.691
C  -1.123  -3.489  -0.480  0.156
N  -1.622  -2.732  0.194  -0.266
H  0.332  -4.246  -1.883  0.230
H  -0.400  -5.465  -0.810  0.319
H  -1.428  -5.014  -2.219  0.273
C  5.603  3.879  1.804  -0.777
C  4.103  3.790  1.813  0.417
N  2.926  3.705  1.706  -0.425
H  5.943  4.875  2.033  0.311
H  5.811  3.012  2.601  0.222
H  6.122  3.486  0.893  0.275
C  -2.714  -0.104  -2.414  -0.404
C  -3.073  -1.294  -3.255  0.085
N  -3.309  -2.189  -3.911  -0.459
H  -2.085  -0.513  -1.672  0.034
H  -2.174  0.453  -3.027  0.271
H  -3.572  0.522  -2.236  0.449
C  0.486  1.406  0.517  -1.218
C  -0.356  0.458  1.247  0.511
O  -1.599  0.460  0.776  -0.393
H  0.282  1.333  -0.486  0.055
H  1.460  1.314  0.771  0.267
H  0.222  2.453  0.598  0.340
H  -0.755  0.558  2.293  0.304
H  0.040  -0.607  1.212  -0.037
H  -2.052  -0.033  1.516  0.179

***

C6H7N | ωB97M-V with the def2-TZVPD basis set

Calculated values
2S+1: 1
gap between HOMO and LUMO: 9.78 eV
LUMO level: 1.144 eV
ΔE to the lowest compared entry with this formula, charge and spin: 281.1 kJ/mol

Last column: Mulliken charge in e.
Geometry (Å):
C  1.231  -0.013  -0.821  -0.364
C  0.538  -1.234  -0.276  -0.543
C  -1.661  0.020  0.094  -0.264
C  -0.462  -0.647  0.721  -0.049
N  0.058  0.751  1.032  -0.334
C  1.077  0.990  0.040  -0.484
C  -1.142  1.215  0.370  -0.488
H  1.852  -0.037  -1.706  0.408
H  1.356  -1.748  0.236  0.235
H  0.079  -1.932  -0.984  0.381
H  -2.516  -0.350  -0.458  0.371
H  -0.644  -1.259  1.614  0.329
H  1.557  1.961  0.054  0.416
H  -1.305  2.257  0.113  0.384